1.
The following is a quantum chemistry calculation of a structure of composition C36H40F7N8O3PSbV at a distorted geometry, from the OMol25 dataset.

## Properties
Highest occupied orbital energy (alpha / beta)   -15.021 / -14.997 eV
Strongest force on any atom   0.04198 Eh/bohr
Energy above the lowest of the compared OMol25 structures with the same formula, charge and spin   0.000 eV
Gap between HOMO and LUMO (alpha / beta)   7.68 / 4.44 eV
Electronic energy   -116562.9626 eV

ORCA input file:
```
! wB97M-V def2-TZVPD RIJCOSX def2/J DEFGRID3
* xyz 3 4
V 1.2487 1.7362 -1.0798
F 0.0026 -4.7590 -0.2634
C -0.8665 -3.7409 -0.1500
C -0.4148 -2.4759 -0.3347
C -1.3117 -1.3976 -0.3014
C -0.8609 -0.0687 -0.5955
O 0.3860 0.1215 -0.8308
C -1.8259 0.9495 -0.6361
C -3.1343 0.6368 -0.3426
N -3.5619 -0.5878 -0.0439
C -4.9795 -0.8148 0.2437
C -5.7055 0.1669 1.1039
C -5.3778 -1.1933 1.6378
C -2.6639 -1.6552 -0.0602
C -3.1035 -2.9686 0.1491
C -2.2252 -4.0354 0.1008
N -2.6887 -5.3505 0.2813
C -3.8390 -5.8235 -0.4743
C -4.6811 -6.7729 0.3555
N -3.8070 -7.9167 0.8200
C -2.6014 -7.4070 1.5782
C -1.8206 -6.4431 0.7024
C -1.5293 2.3828 -0.9790
O -2.3527 3.2457 -0.9143
O -0.2729 2.5752 -1.4024
H 0.6298 -2.3083 -0.5656
H -3.8769 1.4239 -0.3574
H -5.5124 -1.2521 -0.5903
H -6.7278 0.3892 0.8329
H -5.1588 1.0079 1.5112
H -6.1760 -1.9127 1.7619
H -4.5885 -1.2539 2.3764
H -4.1462 -3.1494 0.3713
H -3.5062 -6.3438 -1.3852
H -4.4635 -4.9952 -0.7930
H -5.5065 -7.1875 -0.2180
H -5.0636 -6.2900 1.2518
H -3.4938 -8.4538 0.0082
H -4.3440 -8.5609 1.4014
H -1.9989 -8.2634 1.8712
H -2.9831 -6.9086 2.4658
H -1.4009 -6.9813 -0.1589
H -0.9895 -6.0728 1.2921
C 0.2224 4.2438 1.4381
C 1.0326 3.0460 1.8059
N 1.2240 1.9640 1.0756
C 1.9794 1.0804 1.8437
C 2.2690 1.6437 3.0307
N 1.6686 2.8987 2.9980
C 1.7785 3.9031 4.0326
N 3.1949 4.1779 4.3055
N 3.7700 3.5985 5.4364
N 4.9902 3.9694 5.5115
C 5.2247 4.8059 4.4251
C 6.3609 5.4946 4.0803
C 6.3233 6.3002 2.8673
C 5.1956 6.3839 2.0892
C 4.0317 5.6803 2.4434
C 4.0761 4.9209 3.6620
H -0.1120 4.1702 0.4096
H 0.7981 5.1683 1.5232
H -0.6576 4.3314 2.0796
H 2.2865 0.1213 1.4654
H 2.8470 1.2981 3.8730
H 1.3353 3.5860 4.9694
H 1.3011 4.8177 3.6978
H 7.2468 5.4590 4.7073
H 7.2137 6.8431 2.5739
H 5.2030 6.9767 1.1855
H 3.1646 5.6873 1.7952
C 0.4727 2.2713 -4.6020
P 1.4588 1.1682 -3.5513
C 3.0494 0.9889 -4.4219
C 0.6921 -0.4716 -3.7439
C 1.4398 -1.6095 -3.4442
C 0.8609 -2.8691 -3.5073
C -0.4775 -3.0040 -3.8608
C -1.2318 -1.8772 -4.1496
C -0.6490 -0.6135 -4.0866
H -0.4883 2.4954 -4.1456
H 0.3245 1.8439 -5.5932
H 1.0262 3.2056 -4.6995
H 2.9494 0.2555 -5.2192
H 3.8400 0.6818 -3.7407
H 3.3263 1.9500 -4.8497
H 2.4848 -1.5182 -3.1652
H 1.4585 -3.7481 -3.2945
H -0.9222 -3.9895 -3.9326
H -2.2691 -1.9774 -4.4484
H -1.2468 0.2590 -4.3246
F 3.2588 1.4397 -0.8440
Sb 4.0143 3.3218 -0.9024
F 3.4944 3.3404 -2.6645
F 2.1575 3.8267 -0.6625
F 4.1143 3.0979 0.9420
F 4.5604 5.0805 -0.6854
F 5.6269 2.5902 -1.3676
*
```


2.
The following is a quantum chemistry calculation of a cluster of 4 separate species, C19H41N2O9 in total at a distorted geometry, from the OMol25 dataset.

## Properties
Highest occupied orbital energy   -1.280 eV
Strongest force on any atom   0.05212 Eh/bohr
Gap between HOMO and LUMO   3.16 eV
Electronic energy   -41771.1236 eV

ORCA input file:
```
! wB97M-V def2-TZVPD RIJCOSX def2/J DEFGRID3
* xyz -1 1
C 10.2485 -0.0415 1.9389
C 9.8717 0.4349 0.4070
C 9.5767 2.0575 0.2825
C 8.3599 2.5660 1.3117
N 7.0639 2.1867 0.6222
C 5.8476 2.4177 1.4911
C 4.5684 1.9575 0.5169
C 3.1577 1.7878 1.3371
N 2.8994 0.2698 1.4205
H 9.2583 -0.0197 2.5886
H 10.6714 -1.1310 2.0150
H 10.9912 0.7645 2.3809
H 8.9576 -0.1697 -0.0574
H 10.8223 0.1713 -0.2642
H 9.1267 2.2283 -0.8100
H 10.5365 2.7237 0.3453
H 8.4198 3.7506 1.3599
H 8.4797 2.1515 2.4000
H 6.9405 2.7479 -0.2687
H 5.6753 3.5674 1.6710
H 4.5256 2.7562 -0.3398
H 4.8924 0.8906 0.0916
H 2.2784 2.2445 0.6744
H 3.1574 2.2226 2.4235
H 2.0097 0.0692 1.9278
H 2.8458 -0.1309 0.4392
C -0.4161 -3.1902 -4.1251
C -1.0192 -2.5629 -2.8794
O -0.0111 -1.9165 -2.0919
C 0.4018 -0.7051 -2.5431
O -0.0132 -0.1329 -3.5402
O 1.3745 -0.2548 -1.7155
C 1.9678 0.9705 -2.1375
H 0.4116 -3.8547 -3.8596
H -1.1699 -3.7596 -4.6746
H -0.0074 -2.4266 -4.7951
H -1.4538 -3.3498 -2.2538
H -1.8270 -1.8648 -3.1266
H 1.2107 1.7415 -2.3135
H 2.5648 0.8021 -3.0389
H 2.6327 1.3178 -1.3419
C -7.1809 -4.2173 0.3351
C -5.9074 -5.0042 0.5959
O -4.7554 -4.2765 0.1516
C -4.3424 -3.2730 0.9665
O -4.8590 -2.9533 2.0270
O -3.2789 -2.6678 0.3863
C -2.8086 -1.5251 1.0967
H -7.2413 -3.9198 -0.7161
H -8.0616 -4.8121 0.5897
H -7.2060 -3.2966 0.9273
H -5.9350 -5.9357 0.0207
H -5.8098 -5.2804 1.6520
H -2.6041 -1.7628 2.1457
H -3.5390 -0.7141 1.0194
H -1.8754 -1.1961 0.6312
C -7.0925 0.4856 2.1326
C -7.4045 0.2665 0.6617
O -8.1509 1.3671 0.1269
C -7.4328 2.4831 -0.1568
O -6.2279 2.6178 -0.0022
O -8.2866 3.4311 -0.6109
C -7.6701 4.6934 -0.8515
H -8.0081 0.6950 2.6936
H -6.6049 -0.3945 2.5593
H -6.4304 1.3464 2.2733
H -8.0329 -0.6240 0.5552
H -6.4954 0.0914 0.0753
H -6.8019 4.5950 -1.5112
H -7.3831 5.1530 0.0992
H -8.4021 5.3411 -1.3419
*
```


3.
The following is a quantum chemistry calculation of a cluster of 2 separate species, CH3Br2ClOSi in total at a distorted geometry, from the OMol25 dataset.

## Properties
Highest occupied orbital energy   -10.440 eV
Strongest force on any atom   0.05115 Eh/bohr
Energy above the lowest of the compared OMol25 structures with the same formula, charge and spin   2.617 eV
Gap between HOMO and LUMO   11.00 eV
SMILES   Cl[SiH](Br)Br.C=O
Electronic energy   -163620.6583 eV

ORCA input file:
```
! wB97M-V def2-TZVPD RIJCOSX def2/J DEFGRID3
* xyz 0 1
C -2.9407 0.1170 -0.3315
O -2.2404 -0.7076 0.1755
Si 2.1746 -0.2421 0.4279
Cl 3.2611 0.1387 2.0807
Br 3.5294 -1.5114 -0.7524
Br 2.0220 1.7045 -0.6589
H -2.5795 0.8521 -1.2129
H -3.9697 0.2381 -0.0598
H 0.7433 -0.5893 0.3312
*
```


4.
The following is a quantum chemistry calculation of the molecule C7H9NO2 at a distorted geometry, from the OMol25 dataset.

## Properties
Highest occupied orbital energy   -10.064 eV
Strongest force on any atom   0.05720 Eh/bohr
Energy above the lowest of the compared OMol25 structures with the same formula, charge and spin   1.314 eV
Gap between HOMO and LUMO   9.36 eV
SMILES   CC(C)N1C(=O)C=CC1=O
Electronic energy   -12989.1814 eV

ORCA input file:
```
! wB97M-V def2-TZVPD RIJCOSX def2/J DEFGRID3
* xyz 0 1
C -1.3241 -0.8274 -2.0935
C -2.3564 -0.6013 -1.2805
C -0.0087 -0.5011 -1.3429
C -1.8828 0.0023 -0.0232
C 1.2896 1.5449 0.8371
C 1.4089 -0.8898 1.0893
C 0.4331 0.3148 0.9348
N -0.4413 -0.0177 -0.1934
O 1.1400 -0.5456 -1.7190
O -2.3685 0.4858 0.9538
H -1.4081 -1.2006 -3.1486
H -3.4475 -0.7217 -1.5672
H 1.4143 2.0331 1.8316
H 2.2749 1.4311 0.2616
H 0.7922 2.4306 0.3598
H 1.8630 -1.0173 0.0695
H 0.9379 -1.8272 1.5025
H 1.9876 -0.5352 1.8597
H -0.3041 0.4423 1.6689
*
```


5.
The following is a quantum chemistry calculation of the molecule C2H8N4 at a distorted geometry, from the OMol25 dataset.

## Properties
Highest occupied orbital energy   -8.533 eV
Strongest force on any atom   0.06201 Eh/bohr
Energy above the lowest of the compared OMol25 structures with the same formula, charge and spin   1.386 eV
Gap between HOMO and LUMO   9.32 eV
SMILES   [H]/N=C(/N)N(C)N
Electronic energy   -8162.8656 eV

ORCA input file:
```
! wB97M-V def2-TZVPD RIJCOSX def2/J DEFGRID3
* xyz 0 1
C -1.3954 0.8869 -0.1225
C 0.9365 0.2043 0.0936
H -1.6918 1.1699 0.9260
H -1.1671 1.7489 -0.7870
H -2.3242 0.4829 -0.4997
H -0.3677 -1.7063 1.1461
H -0.8895 -2.1035 -0.4460
H 1.5538 -1.3981 -0.8457
H 2.7512 -0.4206 -0.3151
H 0.6180 2.0938 0.3027
N -0.3850 -0.1407 -0.0251
N -0.8629 -1.3575 0.3133
N 1.8454 -0.8852 -0.0301
N 1.3787 1.4252 0.2894
*
```


6.
The following is a quantum chemistry calculation of the ion C3H9N2O with charge +1 at a distorted geometry, from the OMol25 dataset.

## Properties
Highest occupied orbital energy   -15.354 eV
Strongest force on any atom   0.05982 Eh/bohr
Energy above the lowest of the compared OMol25 structures with the same formula, charge and spin   1.419 eV
Gap between HOMO and LUMO   11.68 eV
SMILES   C[C@@H](O)/[NH+]=C/N
Electronic energy   -8277.6546 eV

ORCA input file:
```
! wB97M-V def2-TZVPD RIJCOSX def2/J DEFGRID3
* xyz 1 1
C -1.4654 -0.6103 -0.0548
C 1.3534 1.5545 0.1676
C 0.7545 0.3887 -0.6597
N -2.3598 -1.3937 0.6323
N -0.2254 -0.4647 0.2036
O 1.7107 -0.5480 -1.1700
H -1.6498 -0.2046 -1.1071
H 0.7649 2.3722 0.4129
H 1.4731 1.1372 1.1396
H 2.2905 1.7927 -0.2668
H 0.1030 0.6182 -1.5574
H -3.3419 -1.2893 0.4327
H -2.1753 -1.7262 1.5715
H 0.2455 -1.0707 0.9258
H 2.5220 -0.5559 -0.6702
*
```


Question: electronic energy of number 3 (CH3Br2ClOSi)?
Answer: -163620.6583 eV


Question: Among the records above, which one has the lowest strongest force on any atom?
Answer: C36H40F7N8O3PSbV


Copy entry 6 word for word.
The following is a quantum chemistry calculation of the ion C3H9N2O with charge +1 at a distorted geometry, from the OMol25 dataset.

## Properties
Highest occupied orbital energy   -15.354 eV
Strongest force on any atom   0.05982 Eh/bohr
Energy above the lowest of the compared OMol25 structures with the same formula, charge and spin   1.419 eV
Gap between HOMO and LUMO   11.68 eV
SMILES   C[C@@H](O)/[NH+]=C/N
Electronic energy   -8277.6546 eV

ORCA input file:
```
! wB97M-V def2-TZVPD RIJCOSX def2/J DEFGRID3
* xyz 1 1
C -1.4654 -0.6103 -0.0548
C 1.3534 1.5545 0.1676
C 0.7545 0.3887 -0.6597
N -2.3598 -1.3937 0.6323
N -0.2254 -0.4647 0.2036
O 1.7107 -0.5480 -1.1700
H -1.6498 -0.2046 -1.1071
H 0.7649 2.3722 0.4129
H 1.4731 1.1372 1.1396
H 2.2905 1.7927 -0.2668
H 0.1030 0.6182 -1.5574
H -3.3419 -1.2893 0.4327
H -2.1753 -1.7262 1.5715
H 0.2455 -1.0707 0.9258
H 2.5220 -0.5559 -0.6702
*
```